A cluster of 10 separate species, C40H80O10 in total. Source: the OMol25 dataset; level of theory: ωB97M-V/def2-TZVPD.

Computed properties:
M: 721.1 g mol⁻¹
Relative energy (zero: lowest compared OMol25 entry of this formula, charge and spin): 29.799 eV
Multiplicity: 1
SMILES: C1CCOC1.C1CCOC1.C1CCOC1.C1CCOC1.C1CCOC1.C1CCOC1.C1CCOC1.C1CCOC1.C1CCOC1.C1CCOC1
Lowest unoccupied orbital energy: 0.460 eV
E_HOMO: -8.5 eV

```
130
Properties=species:S:1:pos:R:3:lowdin_charge:R:1
C -1.60 -0.30 2.20 -0.17
C -3.05 -0.60 2.60 -0.12
C -3.30 0.45 3.73 -0.17
O -2.12 0.24 4.51 -0.11
C -1.05 -0.33 3.66 -0.12
H -1.50 0.59 1.58 0.04
H -1.10 -1.08 1.63 0.11
H -3.09 -1.60 3.02 0.13
H -3.76 -0.52 1.77 0.07
H -4.23 0.03 4.12 0.12
H -3.36 1.45 3.32 0.10
H -0.78 -1.36 3.90 0.12
H -0.15 0.28 3.66 0.09
C -2.23 -0.08 -3.55 -0.14
C -1.37 -1.10 -4.16 -0.15
C -1.51 -2.31 -3.32 -0.28
O -2.22 -1.96 -2.18 -0.10
C -2.62 -0.58 -2.22 -0.27
H -3.08 -0.07 -4.23 0.13
H -1.89 0.95 -3.43 0.11
H -0.32 -0.83 -4.09 0.10
H -1.61 -1.25 -5.21 0.13
H -0.48 -2.58 -3.12 0.12
H -1.96 -3.05 -3.98 0.14
H -2.17 0.04 -1.45 0.05
H -3.71 -0.56 -2.25 0.12
C 0.15 -3.60 -0.62 -0.22
C -1.30 -4.05 -0.75 -0.12
C -1.33 -4.69 -2.11 -0.16
O -0.06 -5.40 -2.02 -0.12
C 0.92 -4.74 -1.24 -0.17
H 0.45 -3.25 0.37 0.07
H 0.16 -2.69 -1.22 0.04
H -1.99 -3.20 -0.76 0.10
H -1.51 -4.82 -0.01 0.12
H -1.17 -3.97 -2.92 0.05
H -2.23 -5.26 -2.32 0.13
H 1.75 -4.41 -1.88 0.10
H 1.25 -5.38 -0.42 0.14
C 2.47 -1.21 -2.66 -0.18
C 3.80 -1.60 -3.24 -0.12
C 4.41 -2.48 -2.12 -0.20
O 3.39 -2.72 -1.21 -0.11
C 2.13 -2.30 -1.73 -0.19
H 1.72 -0.95 -3.41 0.13
H 2.54 -0.23 -2.19 0.07
H 4.39 -0.71 -3.46 0.11
H 3.69 -2.13 -4.19 0.11
H 5.24 -1.99 -1.62 0.10
H 4.75 -3.41 -2.57 0.12
H 1.49 -2.05 -0.88 0.08
H 1.72 -3.20 -2.20 0.09
C 1.32 -3.31 2.81 -0.15
C 1.35 -1.94 3.51 -0.10
C 0.88 -1.12 2.33 -0.24
O 1.47 -1.76 1.19 -0.16
C 1.89 -3.09 1.49 -0.21
H 0.28 -3.63 2.78 0.12
H 1.82 -4.16 3.29 0.12
H 2.39 -1.84 3.79 0.13
H 0.74 -1.78 4.40 0.11
H 1.27 -0.11 2.47 0.05
H -0.20 -1.10 2.18 0.03
H 2.96 -3.28 1.42 0.14
H 1.31 -3.68 0.78 0.05
C -3.69 2.29 0.62 -0.12
C -4.56 1.11 0.37 -0.15
C -3.83 0.13 -0.49 -0.20
O -3.18 1.08 -1.33 -0.18
C -2.79 2.21 -0.60 -0.22
H -3.09 2.14 1.52 0.09
H -4.27 3.20 0.83 0.14
H -5.35 1.54 -0.25 0.13
H -5.09 0.72 1.24 0.12
H -4.39 -0.63 -1.04 0.14
H -3.17 -0.48 0.13 0.11
H -2.92 3.17 -1.11 0.14
H -1.74 2.15 -0.34 0.01
C -0.71 0.30 -0.25 -0.16
C -0.36 1.43 -1.21 -0.09
C 1.08 1.18 -1.47 -0.16
O 1.30 -0.16 -1.17 -0.20
C 0.12 -0.82 -0.77 -0.16
H -1.76 0.05 -0.10 0.10
H -0.31 0.68 0.69 0.06
H -0.66 2.33 -0.68 0.08
H -0.69 1.37 -2.25 0.13
H 1.72 1.79 -0.83 0.10
H 1.49 1.37 -2.46 0.15
H 0.33 -1.49 0.07 0.09
H -0.32 -1.44 -1.55 0.11
C 4.54 0.00 -0.83 -0.18
C 3.97 1.33 -0.44 -0.16
C 3.69 1.11 0.98 -0.17
O 4.70 0.16 1.42 -0.12
C 4.85 -0.83 0.40 -0.15
H 5.40 0.20 -1.48 0.13
H 3.79 -0.49 -1.45 0.05
H 3.09 1.52 -1.04 0.07
H 4.72 2.09 -0.67 0.13
H 2.75 0.60 1.21 0.09
H 3.65 2.09 1.45 0.13
H 4.16 -1.65 0.59 0.10
H 5.87 -1.22 0.44 0.13
C -0.85 2.96 2.83 -0.08
C -0.48 2.09 1.67 -0.25
C 0.83 1.41 2.13 -0.21
O 1.44 2.48 2.81 -0.09
C 0.51 3.21 3.60 -0.10
H -1.49 2.42 3.53 0.10
H -1.34 3.87 2.49 0.09
H -0.07 2.67 0.84 0.07
H -1.22 1.53 1.09 0.04
H 1.41 0.97 1.33 0.10
H 0.67 0.60 2.85 0.04
H 0.83 4.25 3.57 0.12
H 0.54 2.74 4.59 0.13
C 0.19 5.56 -0.62 -0.14
C -0.13 4.64 0.52 -0.15
C -1.59 4.18 0.32 -0.24
O -1.97 4.74 -0.94 -0.15
C -1.19 5.93 -1.24 -0.13
H 0.79 5.09 -1.40 0.11
H 0.70 6.46 -0.28 0.11
H -0.06 5.01 1.55 0.11
H 0.61 3.84 0.57 0.10
H -2.20 4.64 1.10 0.13
H -1.63 3.10 0.45 0.03
H -1.57 6.81 -0.72 0.12
H -1.11 6.05 -2.32 0.12
```

A cluster of 5 separate species, C40H84BN4O19P2 in total. Source: the OMol25 dataset; level of theory: ωB97M-V/def2-TZVPD.

Computed properties:
M: 997.9 g mol⁻¹
Multiplicity: 1
Total charge: +1
Lowest unoccupied orbital energy: -3.069 eV
E_HOMO: -11.5 eV

```
150
Properties=species:S:1:pos:R:3:lowdin_charge:R:1
C -3.19 0.11 -0.90 -0.13
C -3.25 0.01 -2.52 -0.24
C -1.80 0.41 -3.10 -0.22
C -0.84 -0.87 -2.87 -0.22
C 0.65 -0.33 -2.63 -0.22
C 0.87 0.30 -1.15 -0.20
C 2.33 -0.17 -0.69 -0.21
C 3.01 0.80 0.44 -0.18
C 4.49 1.29 0.07 -0.16
C 5.67 0.92 1.09 -0.39
P 7.19 0.93 -0.13 0.68
N 7.12 -0.08 -1.33 -0.14
O 8.68 0.68 0.66 -0.17
O 7.22 2.53 -0.73 -0.18
C 6.07 2.04 2.17 -0.30
P 5.30 3.77 2.05 0.97
O 3.65 3.84 1.77 -0.29
O 6.23 4.84 1.10 -0.26
N 6.14 1.64 3.61 0.04
B 7.59 1.31 4.03 -0.40
O 8.32 2.31 4.80 0.10
C 8.37 -0.06 3.72 -0.14
C 8.48 -1.11 4.93 -0.09
C 5.11 0.68 4.15 -0.28
C 3.70 1.49 4.09 -0.08
C 2.44 0.77 4.75 -0.34
C 1.57 1.96 5.45 -0.07
C 1.41 0.08 3.71 -0.09
N 5.44 0.42 5.54 0.08
C 5.14 1.43 6.55 -0.32
C 4.13 1.16 7.79 0.01
O 5.69 2.57 6.62 0.08
C 5.35 -0.88 6.14 -0.37
C 4.34 -2.09 5.89 0.01
O 6.17 -1.11 7.09 0.06
C 5.03 -0.51 3.11 -0.09
N 5.63 -0.36 1.77 -0.17
C 5.24 -1.58 1.03 -0.06
H -2.66 -0.81 -0.44 0.07
H -4.27 0.15 -0.53 0.07
H -2.63 1.05 -0.57 0.07
H -4.01 0.76 -2.92 0.09
H -3.49 -1.05 -2.86 0.11
H -1.32 1.28 -2.56 0.10
H -1.89 0.67 -4.22 0.11
H -0.83 -1.49 -3.84 0.11
H -1.19 -1.55 -2.03 0.10
H 1.02 0.37 -3.46 0.12
H 1.34 -1.26 -2.67 0.10
H 0.82 1.43 -1.26 0.11
H 0.06 -0.12 -0.45 0.12
H 2.20 -1.21 -0.20 0.12
H 2.99 -0.33 -1.60 0.10
H 2.31 1.71 0.51 0.11
H 2.90 0.24 1.42 0.07
H 4.68 0.81 -0.97 0.10
H 4.42 2.41 -0.21 0.12
H 6.26 -0.63 -1.23 -0.03
H 9.05 1.58 0.83 0.08
H 7.73 3.07 -0.07 0.05
H 7.19 2.31 1.98 0.12
H 3.12 4.04 2.57 0.07
H 5.67 5.22 0.38 0.09
H 5.95 2.55 4.13 0.13
H 8.44 1.86 5.67 0.13
H 9.46 0.24 3.47 0.13
H 8.02 -0.64 2.80 0.09
H 8.52 -0.65 5.97 0.08
H 7.59 -1.84 4.82 0.07
H 9.41 -1.76 4.74 0.10
H 3.47 1.57 2.97 0.10
H 3.80 2.58 4.45 0.12
H 2.65 0.03 5.58 0.10
H 1.74 2.96 4.90 0.09
H 1.86 2.13 6.54 0.07
H 0.44 1.75 5.40 0.09
H 1.79 -0.87 3.23 0.07
H 1.06 0.88 2.98 0.10
H 0.49 -0.21 4.33 0.10
H 3.40 0.31 7.59 0.08
H 3.66 2.14 8.09 0.10
H 4.79 0.81 8.66 0.11
H 4.85 -3.06 5.56 0.11
H 3.54 -1.86 5.09 0.07
H 3.77 -2.31 6.86 0.11
H 3.91 -0.78 3.00 0.11
H 5.50 -1.49 3.52 0.14
H 4.63 -1.44 0.08 0.09
H 6.21 -2.12 0.71 0.12
H 4.68 -2.34 1.68 0.11
C -7.13 5.35 -2.40 -0.06
C -5.71 5.28 -1.89 -0.21
O -4.91 4.41 -2.71 0.02
C -4.51 4.93 -3.89 -0.59
O -4.76 6.03 -4.30 0.13
O -3.82 3.98 -4.55 -0.01
C -3.43 4.37 -5.87 -0.04
H -7.56 4.34 -2.49 0.08
H -7.76 5.94 -1.73 0.08
H -7.18 5.80 -3.39 0.08
H -5.70 4.85 -0.89 0.12
H -5.25 6.27 -1.83 0.12
H -2.89 5.32 -5.86 0.10
H -4.31 4.43 -6.51 0.10
H -2.76 3.60 -6.25 0.09
C -12.34 -0.03 -4.46 -0.06
C -11.99 1.28 -3.78 -0.21
O -10.64 1.28 -3.32 0.03
C -9.70 1.48 -4.26 -0.59
O -9.91 1.65 -5.44 0.12
O -8.50 1.41 -3.67 0.00
C -7.40 1.50 -4.59 -0.04
H -12.12 -0.87 -3.81 0.08
H -13.40 -0.05 -4.73 0.08
H -11.75 -0.17 -5.37 0.07
H -12.62 1.41 -2.90 0.12
H -12.18 2.14 -4.43 0.12
H -7.49 2.38 -5.22 0.10
H -7.36 0.59 -5.20 0.10
H -6.48 1.57 -4.01 0.08
C -11.21 0.87 -10.02 -0.07
C -10.66 -0.36 -9.31 -0.21
O -11.72 -1.21 -8.85 0.03
C -12.31 -1.96 -9.79 -0.59
O -12.03 -1.98 -10.96 0.12
O -13.30 -2.66 -9.21 0.00
C -14.08 -3.43 -10.12 -0.05
H -11.92 1.39 -9.37 0.08
H -10.41 1.55 -10.29 0.08
H -11.75 0.59 -10.93 0.07
H -10.10 -0.05 -8.43 0.12
H -9.97 -0.92 -9.95 0.12
H -13.45 -4.07 -10.74 0.10
H -14.68 -2.76 -10.75 0.10
H -14.76 -4.05 -9.54 0.09
C 6.24 -7.02 7.57 -0.07
C 4.92 -6.94 6.82 -0.22
O 5.14 -6.89 5.40 0.02
C 5.45 -8.06 4.82 -0.59
O 5.55 -9.13 5.38 0.13
O 5.65 -7.84 3.51 0.00
C 6.09 -8.99 2.79 -0.04
H 6.90 -6.21 7.27 0.08
H 6.07 -6.97 8.65 0.08
H 6.76 -7.96 7.35 0.08
H 4.41 -6.02 7.09 0.11
H 4.26 -7.77 7.08 0.13
H 5.42 -9.84 2.95 0.10
H 7.11 -9.25 3.10 0.10
H 6.10 -8.74 1.73 0.09
```

Q: E_HOMO of number 1 (C40H80O10)?
A: -8.5 eV

Q: What is the formula in the first record?
A: C40H80O10

Q: The lowest M belongs to which entry?
A: C40H80O10